Below is C18H6Cl5FN4OSW as an isolated structure, with properties calculated with ωB97M-V with the def2-TZVPD basis set.

The relative energy (zero: lowest compared OMol25 entry of this formula, charge and spin) is 0.0 kcal/mol. As for the LUMO energy (spin up / spin down): -8.28 / -8.28 eV. As for the total charge: +2. As for the max |F|: 2.1 eV Å⁻¹. As for the multiplicity: 3. The total energy comes out at -104747.665 eV. Its frontier orbital gap (spin up / spin down) is 6.31 / 6.32 eV. The calculation puts the HOMO energy (spin up / spin down) at -14.59 / -14.60 eV. As for the expectation value of S²: 2.010.

Structure (XYZ):
```
37
C18H6Cl5FN4OSW ωB97M-V with the def2-TZVPD basis set
W 1.394 -0.030 0.113
Cl 3.959 -6.561 0.374
C 3.136 -5.135 0.101
C 3.162 -4.155 1.074
Cl 4.065 -4.365 2.494
C 2.437 -2.984 0.816
Cl 2.610 -1.499 1.759
C 1.586 -2.890 -0.292
O 0.865 -1.714 -0.464
C 1.497 -3.940 -1.193
Cl 0.382 -3.856 -2.497
C 2.298 -5.049 -1.001
Cl 2.251 -6.275 -2.155
S -5.062 3.795 -0.009
N -4.280 3.094 1.253
C -3.153 2.696 0.715
C -2.078 2.054 1.456
C -2.031 1.957 2.876
C -0.985 1.305 3.506
C 0.052 0.844 2.755
N 0.037 0.914 1.400
C -0.975 1.583 0.748
C -0.852 1.728 -0.692
N 0.313 1.241 -1.190
C 0.581 1.501 -2.483
C -0.310 2.243 -3.263
C -1.488 2.733 -2.738
C -1.814 2.495 -1.381
C -2.978 2.958 -0.689
N -4.007 3.566 -1.238
H -2.805 2.514 3.359
H -0.985 1.284 4.570
H 0.940 0.347 3.226
H 1.552 1.140 -2.851
H -0.103 2.592 -4.231
H -2.108 3.308 -3.380
F 2.897 0.559 -0.846
```

---

Below is one molecule with the formula C6H10, with properties calculated with ωB97M-V with the def2-TZVPD basis set.

The relative energy (zero: lowest compared OMol25 entry of this formula, charge and spin) is 39.6 kcal/mol. As for the LUMO energy: 1.21 eV. The SMILES is C=C/C=C\CC. As for the max |F|: 0.8 eV Å⁻¹. The total energy comes out at -6382.143 eV. Its frontier orbital gap is 10.14 eV. The calculation puts the HOMO energy at -8.92 eV.

Structure (XYZ):
```
16
C6H10 ωB97M-V with the def2-TZVPD basis set
C 1.104 -1.651 0.507
C 1.435 -0.445 0.052
C 0.719 -0.092 -1.191
C -0.594 0.117 -1.263
C -1.400 0.334 -0.002
C -0.600 1.284 0.913
H 0.161 -2.100 0.197
H 1.761 -2.252 1.112
H 2.299 0.117 0.422
H 1.348 -0.228 -2.066
H -1.081 0.150 -2.232
H -1.616 -0.629 0.484
H -2.375 0.770 -0.238
H 0.199 1.676 0.279
H -0.179 0.801 1.801
H -1.181 2.147 1.227
```

---

Below is an isolated ion of composition C6H8N and charge +1, with properties calculated with ωB97M-V with the def2-TZVPD basis set.

The relative energy (zero: lowest compared OMol25 entry of this formula, charge and spin) is 73.0 kcal/mol. As for the LUMO energy (spin up / spin down): -3.54 / -6.94 eV. As for the total charge: +1. As for the max |F|: 4.9 eV Å⁻¹. As for the multiplicity: 3. The total energy comes out at -7826.835 eV. Its frontier orbital gap (spin up / spin down) is 9.02 / 7.28 eV. The calculation puts the HOMO energy (spin up / spin down) at -12.56 / -14.21 eV. As for the expectation value of S²: 2.005.

Structure (XYZ):
```
15
C6H8N ωB97M-V with the def2-TZVPD basis set
C 0.505 -1.533 -0.327
C -0.653 -1.192 0.506
C 0.773 0.757 0.265
C 1.402 -0.525 -0.376
C -0.634 0.353 0.556
C -2.101 -0.644 0.176
N -1.549 0.418 -0.656
H 0.809 -2.529 -0.443
H -0.715 -1.994 1.255
H 1.295 1.016 1.209
H 1.049 1.630 -0.420
H 2.253 -0.536 -1.076
H -1.078 1.027 1.303
H -2.159 1.330 -0.919
H -0.959 0.289 -1.552
```